(1)
Density functional theory data (ωB97M-V with the def2-TZVPD basis set) for a structure of composition C43H43N10O3RbS.

Properties
* relative energy (zero: lowest compared OMol25 entry of this formula, charge and spin): 16.4 kcal per mole
* E_HOMO: -7.94 eV
* LUMO: -0.03412 Eh
* Kohn-Sham gap: 0.2577 Ha

Element x y z (Å)
Rb -0.170 -0.088 0.960
C 3.115 -1.609 -0.296
C 2.399 -2.541 -1.268
N 0.963 -2.483 -1.170
C 0.251 -3.739 -1.179
C 0.441 -4.568 0.090
S 0.042 -3.678 1.614
C 1.632 -3.578 2.466
C 2.833 -3.039 1.695
N 2.632 -1.740 1.069
H 2.947 -0.570 -0.599
H 4.200 -1.794 -0.393
H 2.726 -3.568 -1.087
H 2.764 -2.305 -2.280
H 0.565 -1.802 -1.807
H 0.532 -4.390 -2.027
H -0.813 -3.522 -1.297
H 1.459 -4.954 0.157
H -0.210 -5.442 0.027
H 1.908 -4.556 2.871
H 1.416 -2.946 3.330
H 3.109 -3.765 0.928
H 3.691 -3.023 2.383
H 3.032 -1.014 1.646
C 3.234 -0.636 4.407
C 1.979 -0.233 3.967
N 1.827 0.791 3.140
C 2.930 1.441 2.774
C 4.185 1.018 3.209
N 4.344 -0.023 4.017
C 2.768 2.619 1.877
C 3.599 3.722 2.014
C 3.389 4.820 1.187
C 2.352 4.759 0.268
C 1.563 3.612 0.203
N 1.777 2.558 0.989
C 0.421 3.516 -0.760
C 0.056 4.574 -1.595
N -0.958 4.495 -2.447
C -1.622 3.349 -2.466
C -1.270 2.288 -1.642
N -0.252 2.366 -0.798
C 4.234 6.026 1.300
C 5.602 5.930 1.538
C 6.344 7.097 1.633
N 5.829 8.314 1.509
C 4.524 8.399 1.283
C 3.688 7.299 1.168
H 3.331 -1.483 5.075
H 1.080 -0.745 4.287
H 5.084 1.523 2.876
H 4.360 3.754 2.782
H 2.182 5.596 -0.390
H 0.590 5.513 -1.581
H -2.456 3.257 -3.152
H -1.811 1.351 -1.683
H 6.091 4.969 1.626
H 7.413 7.041 1.809
H 4.114 9.398 1.191
H 2.628 7.437 1.005
O -2.289 -1.625 -0.061
C -3.499 -1.865 0.678
C -3.245 -1.403 2.154
O -4.208 -1.392 2.915
O -2.039 -1.116 2.403
C -3.756 -3.367 0.608
C -3.476 -4.201 1.681
C -3.594 -5.579 1.548
C -3.990 -6.135 0.344
C -4.277 -5.305 -0.734
C -4.161 -3.934 -0.598
C -4.641 -1.084 0.056
C -5.943 -1.318 0.501
C -7.004 -0.624 -0.048
C -6.789 0.314 -1.054
C -5.501 0.553 -1.495
C -4.433 -0.142 -0.939
H -1.651 -1.705 0.677
H -3.168 -3.779 2.628
H -3.373 -6.218 2.393
H -4.083 -7.208 0.245
H -4.595 -5.730 -1.677
H -4.395 -3.290 -1.438
H -6.105 -2.034 1.292
H -8.007 -0.813 0.312
H -7.624 0.852 -1.483
H -5.320 1.285 -2.273
H -3.426 0.047 -1.283
N -2.069 -1.414 -3.044
C -1.240 -0.512 -3.639
C -1.600 0.114 -4.851
C -0.719 0.999 -5.422
C 0.505 1.256 -4.802
C 0.768 0.595 -3.622
N -0.073 -0.261 -3.038
H -3.021 -1.451 -3.366
H -1.962 -1.599 -2.052
H -2.553 -0.106 -5.311
H -0.981 1.493 -6.349
H 1.226 1.943 -5.221
H 1.700 0.764 -3.092

(2)
Density functional theory data (ωB97M-V with the def2-TZVPD basis set) for a cluster of 6 separate species, C43H43N9O3 in total.

Properties
* E_HOMO: -8.84 eV
* LUMO: -0.04594 Eh
* Kohn-Sham gap: 0.2791 Ha

Element x y z (Å)
N -0.233 -4.626 -0.707
C -0.181 -4.993 0.791
C -0.115 -3.682 1.778
C -1.331 -2.601 1.580
C -1.054 -0.958 1.436
C 0.454 -0.278 1.464
C 0.798 0.534 0.055
C 1.567 -0.387 -1.065
N 1.210 -1.833 -1.324
O 2.554 0.197 -1.763
C -2.311 0.135 1.278
C -3.885 -0.315 1.248
C -4.148 -1.929 1.365
C -2.948 -3.030 1.546
C -3.450 -4.623 1.696
C -3.648 -5.398 0.310
C -4.130 -6.954 0.320
C -4.387 -7.454 1.850
C -4.146 -6.437 3.065
N -3.662 -5.028 3.110
C -5.777 -2.062 1.256
O -6.594 -3.107 1.091
N -6.309 -0.614 1.325
C -5.287 0.525 1.128
O -5.503 1.837 0.958
H 0.787 -4.406 -0.921
H -0.365 -5.575 -1.171
H -0.994 -5.789 1.081
H 0.868 -5.550 0.918
H 0.910 -3.129 1.518
H -0.001 -3.989 2.925
H 1.303 -1.005 1.808
H 0.398 0.574 2.298
H 1.519 1.416 0.352
H -0.212 1.015 -0.335
H 0.186 -1.942 -1.127
H 1.783 -2.386 -0.634
H -2.088 1.303 1.205
H -3.429 -4.861 -0.714
H -4.294 -7.659 -0.599
H -4.748 -8.556 2.055
H -4.396 -6.880 4.148
H -7.239 -0.460 0.855
C -5.162 -9.340 -5.378
C -5.857 -8.366 -4.669
C -5.322 -7.920 -3.471
N -4.164 -8.379 -2.948
C -3.512 -9.325 -3.658
C -3.965 -9.831 -4.866
H -5.549 -9.714 -6.321
H -6.793 -7.964 -5.040
H -5.826 -7.158 -2.882
H -2.585 -9.679 -3.215
H -3.399 -10.590 -5.394
C 0.182 5.904 2.216
C 0.773 5.731 0.969
C 0.243 4.772 0.120
N -0.814 3.991 0.435
C -1.365 4.181 1.653
C -0.909 5.117 2.568
H 0.568 6.647 2.908
H 1.625 6.328 0.665
H 0.667 4.601 -0.865
H -2.212 3.540 1.882
H -1.392 5.228 3.532
C 4.992 1.681 0.209
C 5.853 2.478 0.957
C 6.019 2.181 2.301
N 5.390 1.164 2.929
C 4.559 0.409 2.177
C 4.332 0.625 0.828
H 4.838 1.882 -0.847
H 6.382 3.309 0.505
H 6.682 2.772 2.926
H 4.064 -0.400 2.706
H 3.655 -0.015 0.272
C 4.020 4.495 -4.696
C 3.271 3.365 -4.384
C 2.155 3.521 -3.577
N 1.753 4.707 -3.071
C 2.501 5.785 -3.389
C 3.630 5.731 -4.191
H 4.900 4.413 -5.326
H 3.549 2.387 -4.761
H 1.536 2.670 -3.308
H 2.159 6.727 -2.969
H 4.192 6.630 -4.416
C 5.215 9.317 2.589
C 4.771 8.102 3.100
C 3.650 7.521 2.529
N 2.959 8.068 1.505
C 3.414 9.248 1.030
C 4.527 9.904 1.532
H 6.091 9.802 3.010
H 5.285 7.619 3.924
H 3.265 6.572 2.891
H 2.841 9.668 0.208
H 4.848 10.849 1.111

(3)
Density functional theory data (ωB97M-V with the def2-TZVPD basis set) for a structure of composition C43H44BrN11RbSbSe.

Properties
* relative energy (zero: lowest compared OMol25 entry of this formula, charge and spin): 5.1 kcal per mole
* E_HOMO: -2.32 eV
* LUMO: 0.14103 Eh
* Kohn-Sham gap: 0.2264 Ha
* charge: -2

Element x y z (Å)
Rb 2.763 0.460 -1.960
C 4.149 2.674 1.551
C 3.974 1.189 1.392
C 2.882 0.528 1.948
C 2.668 -0.828 1.736
C 1.497 -1.523 2.370
C 3.555 -1.536 0.928
C 4.664 -0.906 0.377
C 5.623 -1.659 -0.512
C 4.875 0.450 0.629
H 3.429 3.079 2.268
H 4.003 3.164 0.585
H 5.157 2.916 1.894
H 2.172 1.083 2.555
H 1.073 -2.257 1.685
H 0.737 -0.798 2.662
H 1.808 -2.071 3.264
H 3.351 -2.584 0.725
H 6.551 -1.880 0.022
H 5.889 -1.063 -1.387
H 5.197 -2.608 -0.841
H 5.703 0.958 0.148
C -2.640 -2.973 -1.293
C -1.875 -2.056 -2.204
C -2.387 -1.573 -3.399
C -1.628 -0.734 -4.200
C -0.360 -0.414 -3.747
Br 0.774 0.685 -4.809
N 0.152 -0.840 -2.612
C -0.592 -1.647 -1.859
H -3.399 -3.528 -1.845
H -3.143 -2.404 -0.506
H -1.957 -3.686 -0.826
H -3.386 -1.859 -3.713
H -1.996 -0.340 -5.135
H -0.118 -2.029 -0.961
N 2.348 4.079 -3.129
C 3.466 3.236 -2.964
N 3.933 2.462 -3.944
N 4.988 1.841 -3.405
N 5.125 2.220 -2.159
N 4.173 3.113 -1.849
C 1.093 3.594 -2.700
N -0.042 4.060 -3.210
N -0.989 3.362 -2.569
N -0.443 2.526 -1.740
N 0.903 2.645 -1.794
H 2.271 4.374 -4.090
C -1.876 -2.357 2.194
C -3.257 -1.755 2.134
C -4.337 -2.502 2.597
C -5.622 -1.983 2.608
C -5.842 -0.693 2.151
C -4.773 0.060 1.684
C -3.475 -0.449 1.664
Sb -1.840 0.722 0.814
C -3.099 2.400 0.335
C -3.276 3.444 1.238
C -4.064 4.541 0.917
C -4.688 4.592 -0.320
C -4.522 3.551 -1.218
C -3.733 2.449 -0.908
C -3.544 1.337 -1.898
C -1.131 1.481 2.710
C -1.528 0.916 3.917
C -0.972 1.329 5.123
C -0.007 2.322 5.123
C 0.390 2.897 3.923
C -0.152 2.492 2.708
C 0.320 3.121 1.430
H -1.910 -3.441 2.295
H -1.332 -1.956 3.053
H -1.283 -2.126 1.304
H -4.163 -3.513 2.948
H -6.447 -2.587 2.967
H -6.841 -0.273 2.153
H -4.955 1.065 1.323
H -2.790 3.406 2.206
H -4.182 5.351 1.627
H -5.294 5.449 -0.592
H -4.990 3.602 -2.195
H -4.081 1.536 -2.826
H -3.895 0.382 -1.491
H -2.482 1.245 -2.136
H -2.287 0.142 3.918
H -1.291 0.875 6.054
H 0.441 2.650 6.053
H 1.148 3.673 3.928
H 1.001 3.951 1.622
H -0.507 3.496 0.828
H 0.851 2.410 0.792
Se 0.984 -4.592 -0.049
C 2.087 -5.337 -1.390
C 2.977 -4.603 -2.180
C 3.761 -5.240 -3.128
N 3.749 -6.552 -3.377
C 2.894 -7.255 -2.626
C 2.072 -6.716 -1.657
H 3.081 -3.528 -2.084
H 4.448 -4.655 -3.734
H 2.870 -8.326 -2.818
H 1.407 -7.355 -1.090